Formula: C39H40CeN8O3S
Source: the Open Molecules 2025 dataset
Level of theory: the ωB97M-V functional and the def2-TZVPD basis

```
! RIJCOSX wB97M-V def2-TZVPD def2/J DEFGRID3
* xyz 3 2
Ce -0.32355 0.41906 0.28094
C -5.66642 -2.17457 -2.99488
C -4.34947 -2.22865 -2.20128
C -3.64915 -3.48251 -1.99023
C -2.60381 -3.02594 0.31963
C -1.72508 -4.00178 1.07930
N -0.38791 -4.09855 1.04674
C 0.71223 -3.12923 1.14601
C 1.83388 -3.52634 0.19212
C 2.92612 -2.47838 0.11204
N 3.62244 -2.29613 1.36658
C 4.30847 -1.22956 1.82235
C 3.80601 -0.05304 2.42327
C 4.70645 0.75879 3.17100
C 4.33113 1.74023 4.08430
C 5.33868 2.53401 4.81726
C 2.95443 1.94555 4.26390
C 2.01465 1.28434 3.45044
C 0.61069 1.71298 3.54949
N -0.24168 1.69292 2.56317
C -1.49237 2.45759 2.83907
C -1.91995 3.40240 1.71417
C -3.06380 2.78023 0.89487
N -2.46940 1.66043 0.16828
C -3.30386 0.74149 -0.23183
C -3.08862 -0.59393 -0.63471
C -3.89024 -0.93728 -1.74853
C -2.01067 -1.53669 0.02672
O -1.73410 -0.95805 1.26273
C 2.42756 0.36709 2.38623
O 1.63959 0.00727 1.42229
H -6.12681 -3.15047 -3.05880
H -5.50282 -1.81130 -3.99801
H -6.36340 -1.46256 -2.55201
H -4.01028 -4.25925 -2.66810
H -2.24387 -4.90661 1.44429
H -0.05665 -5.02191 1.26738
H 0.99498 -3.02579 2.19839
H 0.33603 -2.18415 0.78419
H 1.39707 -3.67149 -0.81203
H 2.33664 -4.49936 0.46744
H 2.52973 -1.47611 -0.21725
H 3.61239 -2.74350 -0.71919
H 3.98371 -3.17645 1.75958
H 5.39753 -1.30585 1.90495
H 5.75714 0.63203 2.93618
H 6.33919 2.16909 4.60402
H 5.20546 2.58421 5.86493
H 5.31505 3.59317 4.48620
H 2.53893 2.68494 4.96535
H 0.32267 2.13461 4.51701
H -1.37104 2.95932 3.78793
H -2.25964 1.70019 2.99760
H -1.16422 3.66927 0.95167
H -2.23625 4.35658 2.11334
H -3.45712 3.55958 0.19832
H -3.89004 2.36346 1.51772
H -4.29852 1.08819 -0.39943
H -4.40054 -0.14357 -2.28595
S 3.43042 4.25696 -5.88300
N 3.40836 4.69008 -4.33357
C 2.55943 3.85283 -3.74884
C 2.16333 3.86725 -2.37377
C 2.47273 4.93686 -1.50005
C 2.07932 4.84118 -0.15861
C 1.37302 3.71892 0.27964
N 1.03550 2.68328 -0.53089
C 1.37223 2.77874 -1.85773
C 0.86376 1.79168 -2.74144
N -0.02185 0.86169 -2.28827
C -0.61305 0.00666 -3.16192
C -0.25460 -0.09186 -4.50589
C 0.63047 0.83060 -4.97636
C 1.21589 1.80986 -4.13334
C 2.04515 2.82637 -4.61316
N 2.57056 2.93727 -5.85602
H 3.02046 5.80377 -1.88123
H 2.25456 5.62516 0.56084
H 1.11570 3.69948 1.33869
H -1.34902 -0.70299 -2.76449
H -0.74928 -0.82823 -5.14408
H 0.83116 0.92163 -6.02917
C -2.28950 -5.28915 -1.23839
C -2.76857 -3.87494 -1.01598
C -3.97263 -2.96875 1.06120
O -0.94140 -1.53569 -0.83750
H -2.10538 -5.24609 -2.32960
H -3.06272 -6.03668 -1.04194
H -1.39301 -5.61061 -0.74209
H -4.31008 -4.03480 1.24311
H -4.74556 -2.43057 0.49878
H -3.86299 -2.49993 2.04793
*
```

Summary:
E_tot (eV): -82894.538
Energy relative to the best compared isomer or geometry (same formula, charge and spin) (kJ/mol): 574.2
E_LUMO (alpha / beta) (eV): -10.07 / -10.05
M (g mol⁻¹): 840.99
Kohn-Sham gap (alpha / beta) (eV): 4.94 / 5.08
<S²>: 0.752